# 1
A structure of composition C24H45F4N2PSbSe4SiZr in a non-equilibrium geometry, computed with ωB97M-V with the def2-TZVPD basis set.

Geometry as XYZ:
```
83
Properties=species:S:1:pos:R:3:forces:R:3
Zr 7.8696 -6.2903 16.3864 2.22 -3.24 -0.39
C 0.4433 -3.7025 16.2761 0.42 1.34 -1.44
C 1.9760 -3.8056 16.2550 1.35 0.15 0.07
N 2.5958 -5.1198 16.0847 -0.76 -0.49 0.67
C 2.0553 -5.9912 15.0504 0.51 -0.24 -1.14
C 1.2814 -7.1599 15.6395 -0.06 -0.25 -0.44
C 4.0526 -5.0329 16.0763 -1.00 -0.49 -0.93
C 4.6261 -6.3919 16.5107 0.13 0.68 -0.75
N 5.9458 -6.2488 17.1006 -0.35 0.23 -0.68
C 5.9963 -5.8720 18.4175 0.72 0.34 -0.17
C 6.9483 -4.8430 18.6866 -0.65 -0.53 0.17
F 7.6534 -4.3367 17.5973 -0.73 0.08 0.78
C 7.1525 -4.4124 19.9660 -0.82 -0.85 1.24
F 8.0073 -3.4615 20.3429 -0.08 -0.06 -0.50
C 6.3583 -5.0050 20.9696 0.16 0.51 -0.82
C 5.4308 -6.0215 20.7216 0.62 0.94 0.26
F 4.6803 -6.4314 21.7488 0.01 -0.36 -0.15
C 5.2886 -6.5244 19.4455 0.26 -0.16 -0.69
F 4.5696 -7.6404 19.1284 0.41 1.18 0.66
H 0.0473 -3.5297 17.2700 -0.10 -0.07 0.02
H -0.0539 -4.5128 15.7906 -0.16 -1.08 0.11
H 0.1204 -2.8838 15.5701 0.39 -0.28 1.09
H 2.4103 -3.4115 17.1960 -0.48 -0.14 -0.26
H 2.4857 -3.1871 15.4928 -0.82 0.48 -0.20
H 1.4170 -5.4681 14.3107 0.20 0.17 0.36
H 2.8928 -6.4116 14.4291 -0.53 0.46 0.48
H 1.9974 -7.7749 16.1865 -0.24 -0.23 0.00
H 0.7464 -7.7712 14.8599 0.51 0.57 0.76
H 0.5891 -6.7396 16.3602 -0.37 -0.24 0.11
H 4.3541 -4.2728 16.7699 0.23 0.47 0.42
H 4.3289 -4.7152 15.0464 0.63 -0.15 0.42
H 4.6369 -7.0502 15.6369 0.28 -0.17 0.32
H 3.9216 -6.7524 17.2328 -0.30 -0.49 0.32
H 6.4368 -4.5149 21.9181 -0.08 -0.25 0.59
Se 10.3829 -5.7417 17.1927 -1.43 -1.25 -0.54
Sb 10.6516 -8.5761 17.3826 0.15 0.96 1.78
Se 7.9999 -8.9018 17.5510 0.62 1.93 -0.84
Se 7.6114 -6.8942 13.8190 -0.24 0.55 0.28
Se 11.6270 -8.5484 19.7463 -0.79 -0.20 -1.69
C 8.2486 -0.3987 15.3182 0.66 1.49 -0.13
P 7.7810 -2.1469 15.1320 0.15 -1.54 -0.34
C 9.4363 -3.0434 15.1371 -0.17 1.28 -0.51
C 7.4992 -2.2678 13.3071 0.68 1.26 -0.31
H 7.5067 0.3185 14.8723 0.69 -0.83 0.00
H 9.3053 -0.0931 15.0601 -1.08 -0.45 -0.24
H 8.1749 -0.1659 16.3722 0.00 -0.08 0.49
H 10.0993 -2.4394 14.4959 -0.04 -0.17 0.10
H 9.3517 -4.0202 14.6528 -0.12 0.02 0.28
H 9.9060 -3.1177 16.1121 -0.15 -0.21 0.10
H 8.4535 -2.0634 12.7622 -0.55 -0.47 0.27
H 6.8995 -1.3726 13.1012 -0.34 -0.35 -0.26
H 7.0085 -3.1717 12.9291 0.18 0.19 0.33
C 6.1797 -8.8202 11.4160 -1.55 0.07 -1.07
Si 7.4196 -7.4643 11.5482 1.90 -0.04 0.57
C 9.1947 -8.1964 11.1849 0.09 0.47 -0.02
C 9.4094 -9.3651 12.2200 -0.35 1.13 -0.94
C 9.3469 -8.7085 9.6742 -1.20 -0.13 1.18
C 10.3024 -7.1248 11.4771 0.69 0.03 -1.64
C 6.7992 -5.9847 10.5119 0.42 0.39 -0.61
C 7.8268 -4.8082 10.1820 -1.08 -0.15 1.02
C 5.6129 -5.4363 11.3052 -2.32 -0.19 1.18
C 6.2605 -6.4695 9.1294 -0.51 -1.04 0.81
H 5.8425 -9.2502 12.3497 0.16 -0.07 0.27
H 6.5047 -9.6289 10.7411 0.01 0.25 0.23
H 5.2695 -8.3563 10.9324 0.74 -0.62 0.54
H 8.5616 -10.0347 12.2170 -0.16 -0.50 -0.21
H 9.4410 -8.9602 13.2323 0.42 -0.08 -0.09
H 10.3158 -9.8802 11.9213 0.22 -0.29 0.32
H 9.0352 -9.7735 9.5821 0.50 0.54 0.16
H 10.3567 -8.5406 9.3148 0.19 -0.28 0.02
H 8.6726 -8.1863 8.9906 0.07 0.23 0.02
H 11.2578 -7.4031 10.9439 -0.76 -0.06 0.61
H 10.5379 -7.0146 12.5150 -0.05 -0.15 0.74
H 10.1335 -6.0933 11.1108 -0.41 -0.55 0.01
H 8.5160 -4.6332 11.0142 0.00 -0.07 -0.15
H 7.1993 -3.8985 10.1308 0.39 -0.19 -0.28
H 8.3878 -4.9132 9.2414 -0.23 -0.26 0.39
H 5.7111 -5.1512 12.4047 0.63 -0.18 -1.51
H 4.7118 -6.1786 11.3932 1.60 1.01 -0.54
H 5.2369 -4.5684 10.7362 -0.12 -0.14 0.36
H 5.7217 -7.4368 9.1854 0.48 0.25 0.11
H 7.1095 -6.6009 8.4816 0.11 -0.01 -0.59
H 5.4869 -5.8456 8.6760 0.40 0.65 0.08
```
Positions in Å, forces in eV/Å.

Properties
LUMO = 2.135 eV
Kohn-Sham gap = 5.8 eV
largest force on an atom = 3.9 eV Å⁻¹
ΔE to the lowest compared entry with this formula, charge and spin = 0.347 eV
HOMO energy = -3.715 eV
total charge = -1
spin multiplicity = 1


# 2
A structure of composition C25H33CrN7O4S3, computed with ωB97M-V with the def2-TZVPD basis set.

Geometry as XYZ:
```
73
Properties=species:S:1:pos:R:3:forces:R:3
Cr 0.1687 1.0672 -1.1227 -0.07 -0.05 0.18
C 3.6870 -0.2183 2.6827 0.02 -0.07 0.05
S 2.4716 1.0439 3.1069 0.04 -0.03 -0.07
C 1.6770 1.3316 1.5838 -0.12 0.10 0.13
S 2.0596 0.3947 0.1902 -0.12 0.14 -0.30
N 0.8273 2.3203 1.6211 0.06 -0.13 0.05
N 0.1508 2.4695 0.4432 0.02 0.08 -0.01
C -0.6224 3.4867 0.3635 0.09 -0.04 0.07
C -1.4481 3.5675 -0.8225 -0.03 0.02 -0.07
C -2.3163 4.6267 -1.0420 0.02 -0.02 0.01
C -3.0964 4.6281 -2.1843 0.00 -0.01 0.00
C -2.9869 3.5572 -3.0546 -0.01 0.00 0.00
C -2.1019 2.5322 -2.7644 0.01 -0.01 0.00
N -1.3235 2.5228 -1.6753 -0.05 0.08 0.04
H 4.3372 -0.2895 3.5530 -0.01 -0.02 0.02
H 4.2786 0.0850 1.8236 0.03 0.04 0.02
H 3.2260 -1.1860 2.4894 -0.02 0.05 0.01
H -0.6816 4.2096 1.1699 -0.02 0.00 0.01
H -2.3687 5.4288 -0.3185 0.00 0.00 -0.01
H -3.7814 5.4407 -2.3843 0.00 0.00 0.00
H -3.5849 3.4961 -3.9526 0.00 0.00 0.00
H -2.0184 1.6824 -3.4243 0.02 -0.03 0.00
C 1.5104 3.4823 -2.5485 0.09 -0.02 0.00
N 1.4699 2.0086 -2.6461 0.06 -0.02 -0.01
C 2.8741 1.5385 -2.5684 -0.03 -0.08 -0.01
C 0.9424 1.6039 -3.9803 0.04 0.02 -0.01
C 0.0549 0.3945 -3.9113 -0.03 -0.03 -0.04
C -0.2981 -0.2508 -5.0942 0.04 -0.01 0.02
C -1.2478 -1.2576 -5.0771 0.00 -0.01 0.00
C -1.8560 -1.6147 -3.8787 -0.01 -0.02 -0.01
C -1.4839 -0.9846 -2.7023 0.07 -0.04 0.05
C -0.5003 0.0125 -2.6834 0.03 0.02 -0.06
H 2.1760 3.8983 -3.3113 0.00 0.00 0.00
H 1.8877 3.7665 -1.5668 0.00 0.00 0.00
H 0.5188 3.9031 -2.6907 -0.02 -0.01 0.01
H 3.4498 1.9610 -3.3968 0.00 0.00 -0.01
H 2.9016 0.4509 -2.6341 0.00 0.01 0.00
H 3.3189 1.8435 -1.6271 0.01 0.01 -0.02
H 1.7779 1.4225 -4.6619 -0.01 0.08 -0.03
H 0.3824 2.4426 -4.4037 -0.07 -0.01 0.07
H 0.1587 0.0458 -6.0323 0.00 0.00 0.01
H -1.5255 -1.7558 -5.9969 0.00 0.01 0.01
H -2.6200 -2.3817 -3.8688 0.01 0.01 0.01
H -1.9890 -1.2613 -1.7854 0.00 -0.01 0.00
C 2.6104 -3.5567 4.9900 -0.02 0.11 0.01
C 1.4020 -4.4767 5.0005 -0.03 0.00 0.01
S 0.4442 -4.4084 3.5051 -0.13 0.11 0.16
O 1.3271 -4.2529 2.3724 0.08 -0.07 -0.04
O -0.5105 -5.4841 3.5198 0.02 0.00 -0.01
C -0.4885 -2.8851 3.6149 0.07 -0.11 0.11
C -1.4736 -2.8759 2.4444 -0.03 -0.02 0.05
N -1.4787 -1.5811 1.7698 -0.23 -0.09 -0.24
C -0.8055 -1.3147 0.6343 0.16 -0.02 0.07
N -1.0356 -0.0601 0.2367 0.09 0.17 0.02
C -1.9115 0.4826 1.1331 -0.12 -0.04 -0.12
C -2.2002 -0.4481 2.0743 0.13 0.13 0.05
N -3.0006 -0.2726 3.2495 -0.09 -0.04 -0.03
O -2.9219 -1.1211 4.1209 0.02 0.01 -0.03
O -3.6941 0.7197 3.2867 0.05 0.02 0.01
C 0.0589 -2.3164 -0.0413 0.01 -0.06 -0.05
H 3.2254 -3.7555 5.8663 0.00 0.01 0.01
H 2.3151 -2.5045 5.0237 0.01 -0.07 -0.01
H 3.2109 -3.7221 4.0975 0.01 -0.02 0.01
H 0.7074 -4.2624 5.8149 0.01 -0.04 -0.02
H 1.6726 -5.5317 5.0735 0.05 0.00 -0.04
H 0.2188 -2.0587 3.5435 0.03 0.01 0.00
H -1.0039 -2.8357 4.5719 0.01 -0.04 -0.01
H -2.4758 -3.1018 2.7880 -0.04 0.01 -0.01
H -1.2078 -3.6171 1.6926 -0.02 0.01 0.06
H -2.2838 1.4889 1.0731 0.01 0.00 0.01
H -0.5281 -2.9334 -0.7253 -0.04 -0.02 0.04
H 0.5522 -2.9713 0.6800 0.03 0.11 -0.09
H 0.8188 -1.8080 -0.6266 -0.06 -0.04 -0.02
```
Positions in Å, forces in eV/Å.

Properties
LUMO (spin up / spin down) = -3.838 / -3.755 eV
Kohn-Sham gap (spin up / spin down) = 7.3 / 7.4 eV
largest force on an atom = 0.3 eV Å⁻¹
HOMO energy (spin up / spin down) = -11.101 / -11.163 eV
total charge = +1
spin multiplicity = 2
⟨S²⟩ = 0.763


# 3
A cluster of 2 separate species, C2H7N2O in total in a non-equilibrium geometry, computed with ωB97M-V with the def2-TZVPD basis set.

Geometry as XYZ:
```
12
Properties=species:S:1:pos:R:3:forces:R:3
C -1.8933 -0.4448 0.2086 -0.61 -0.02 -0.36
O -1.6130 0.8037 -0.3633 0.02 0.15 0.06
H -1.5758 -0.5178 1.2461 0.20 -0.03 0.21
H -1.4505 -1.2656 -0.3652 0.17 -0.07 0.07
H -2.9881 -0.5928 0.1767 0.28 0.09 0.05
N 1.8119 -0.5583 -0.7692 -0.80 -0.25 0.34
C 1.2321 0.6613 -0.3227 1.24 -0.09 0.28
N 1.2418 0.7456 0.9902 0.85 0.30 -0.63
H 2.3609 -0.4701 -1.6038 -0.12 0.01 -0.15
H 2.2887 -1.0494 -0.0110 0.17 0.07 -0.08
H -0.6263 0.9354 -0.3335 -0.37 0.01 -0.23
H 1.2116 1.7527 1.1471 -1.02 -0.17 0.45
```
Positions in Å, forces in eV/Å.

Properties
LUMO = 4.471 eV
Kohn-Sham gap = 6.5 eV
largest force on an atom = 1.3 eV Å⁻¹
ΔE to the lowest compared entry with this formula, charge and spin = 1.551 eV
HOMO energy = -2.078 eV
total charge = -1
spin multiplicity = 1